No. 1
Below is a cluster of 2 separate species, C9H14S in total, with properties calculated with ωB97M-V/def2-TZVPD.

```
24
Properties=species:S:1:pos:R:3:forces:R:3:nbo_charge:R:1
C 1.106974 -1.018115 -0.982504 -5.15 -4.02 -1.25 -0.67
C 1.637031 0.212749 -0.382461 0.17 -0.57 -0.04 -0.03
C 0.867502 0.881283 0.589173 4.12 1.93 -1.43 -0.21
C 1.471970 2.100574 0.954716 -0.25 0.84 -0.19 -0.20
C 2.694554 2.609169 0.473321 -0.59 0.33 0.56 -0.21
C 3.475944 1.820788 -0.366606 -6.27 -0.85 2.15 -0.20
C 2.907527 0.662750 -0.807790 0.13 -1.31 -2.00 -0.21
H 1.561356 -2.073263 -1.004675 0.36 1.97 0.46 0.24
H 0.629147 -0.993465 -2.037161 1.39 0.77 1.11 0.23
H 0.021788 -1.323530 -0.493134 2.61 0.85 -0.48 0.21
H -0.076620 0.642855 0.967667 -1.14 -0.78 0.30 0.22
H 0.900762 2.751916 1.577697 -0.29 0.39 0.56 0.20
H 3.061958 3.655178 0.699731 -0.64 -1.46 0.18 0.21
H 4.380044 2.126508 -0.405822 6.25 1.67 -1.63 0.20
H 3.413330 0.154610 -1.701028 -0.75 0.21 1.70 0.21
C -3.390677 -0.585329 0.631984 1.40 0.58 -3.13 -0.62
C -3.355558 -1.822631 -0.401400 6.43 2.35 3.24 -0.45
S -2.339310 -3.032666 0.618908 -0.38 -1.08 -0.93 -0.09
H -2.680281 -0.449958 1.467803 -0.18 -0.95 -0.58 0.21
H -4.347030 -0.574936 1.000966 -2.33 0.54 1.08 0.21
H -3.177091 0.301724 -0.000959 -0.66 -0.14 0.45 0.21
H -4.205364 -2.309788 -0.580946 -3.57 -1.34 -0.85 0.21
H -2.711445 -1.585097 -1.276549 -0.97 -0.15 0.43 0.21
H -1.846510 -2.151330 1.459062 0.29 0.20 0.29 0.11
```
Forces are in eV/Å.

## Properties
ΔE to the lowest compared entry with this formula, charge and spin = 66.1 kcal/mol
HOMO = -8.88 eV
orbital gap = 9.76 eV
lowest unoccupied orbital energy = 0.88 eV
DFT total energy = -749.40755 a.u.
total charge = 0
SMILES = Cc1ccccc1.CCS

***

No. 2
Below is a structure of composition C9H15AlCl2LaO6P, with properties calculated with ωB97M-V/def2-TZVPD.

```
35
Properties=species:S:1:pos:R:3:forces:R:3:nbo_charge:R:1
Al 0.497390 0.830129 -5.688128 -2.45 0.08 1.05 1.71
La 0.063622 1.297238 -0.719569 1.21 4.87 0.57 2.22
Cl -1.200693 1.324008 -4.365578 2.12 -0.54 -1.50 -0.38
Cl 1.612676 0.042449 -2.293481 0.49 -0.36 -1.28 -0.61
C -0.614096 -0.569909 0.532274 -1.46 -7.45 7.38 0.36
C -0.163899 1.705183 -7.521271 -2.53 0.57 -6.02 0.45
C 0.803572 -0.991659 -6.779915 -0.28 -4.47 -5.45 0.45
O -0.696922 -1.334534 1.410537 0.33 4.04 -5.03 -0.22
O -0.657531 1.839024 -8.565898 2.82 -0.47 6.02 -0.14
O 0.751511 -1.764358 -7.657411 0.46 4.65 5.72 -0.12
C -2.457041 2.498319 1.256194 0.10 0.30 0.42 -0.64
C -1.681986 3.781537 1.162605 1.76 -0.42 0.67 -0.04
O -0.136619 3.358043 0.975278 -0.44 -1.51 0.10 -0.98
P 0.879970 2.635447 2.251502 -0.17 0.74 -0.10 1.73
O -0.116773 1.467210 2.738946 -0.21 -0.46 -0.74 -0.90
C 0.284021 0.488176 3.785554 -0.06 -0.01 0.92 -0.08
C 0.088059 1.135262 5.138666 -0.18 0.05 0.22 -0.65
O 1.819469 1.669151 1.186084 -0.90 -0.31 -0.08 -0.99
C 3.046875 0.915940 1.856122 0.07 0.58 -0.80 -0.04
C 4.128560 1.094314 0.832324 -0.23 0.22 0.06 -0.64
H -2.425366 1.877161 0.332536 -0.14 0.12 0.05 0.12
H -3.499110 2.764574 1.425734 -0.21 -0.28 -0.09 0.30
H -2.064190 1.940815 2.114564 -0.52 -0.05 -0.39 0.27
H -1.900519 4.419898 0.314537 0.25 -0.01 -0.16 0.23
H -1.760387 4.388565 2.085844 0.26 -0.43 -0.49 0.26
H -0.371007 -0.384532 3.726287 -0.10 0.30 -0.49 0.22
H 1.307553 0.148923 3.595037 -0.20 0.20 0.08 0.19
H -0.941610 1.543059 5.197723 0.65 -0.07 0.00 0.24
H 0.170052 0.392886 5.948945 0.13 0.21 -0.36 0.27
H 0.841946 1.916427 5.295511 -0.33 -0.06 0.16 0.23
H 3.341586 1.434822 2.779365 -0.68 -0.12 -0.09 0.24
H 2.740074 -0.127941 2.020407 -0.05 0.56 -0.04 0.21
H 4.377716 2.161408 0.766974 -0.02 -0.32 -0.17 0.25
H 5.028022 0.561842 1.135238 0.01 -0.16 -0.09 0.28
H 3.742273 0.717623 -0.119834 0.48 0.01 -0.05 0.19
```
Forces are in eV/Å.

## Properties
ΔE to the lowest compared entry with this formula, charge and spin = 0.0 kcal/mol
HOMO = -20.57 eV
orbital gap = 3.18 eV
lowest unoccupied orbital energy = -17.38 eV
DFT total energy = -2337.55318 a.u.
total charge = +4

***

No. 3
Below is a cluster of 2 separate species, C9H15BBrF6NO4P in total, with properties calculated with ωB97M-V/def2-TZVPD.

```
38
Properties=species:S:1:pos:R:3:forces:R:3:nbo_charge:R:1
C 3.398575 1.991888 0.059637 -4.35 -0.15 -3.81 -0.24
C 2.440745 1.976294 -0.824780 3.62 -0.91 3.55 -0.07
C 1.296790 1.570859 -1.883966 1.54 0.74 0.24 -0.46
C 0.760297 0.036625 -1.684137 -1.38 1.06 -0.31 -0.06
C -0.821999 0.093051 -1.254874 0.81 -0.88 0.18 -0.09
O -1.699013 0.416234 -2.365209 -0.01 -0.47 0.87 -0.55
C -2.996773 -0.226570 -2.247473 -1.20 -0.67 -0.87 -0.45
B -3.860216 0.190647 -0.926232 -1.15 0.08 2.14 1.21
O -4.519457 1.482408 -0.724261 2.57 -1.55 -0.24 -0.93
O -4.058628 -0.787485 0.156973 0.87 1.93 -1.29 -0.78
C -3.117151 -0.521915 1.257291 0.16 -0.35 0.24 -0.26
N 1.482260 -0.717479 -0.616591 -0.33 -1.05 -1.95 -0.61
C 1.953493 -2.056118 -1.060122 0.85 -0.76 1.85 -0.32
C 0.791064 -3.065325 -1.545182 -2.65 0.84 -4.50 0.51
O 0.029709 -2.910183 -2.544336 3.76 -0.47 4.90 -0.53
Br 0.514576 -4.787024 -0.518188 0.36 1.05 -0.30 -0.08
H 4.197977 1.988479 0.894742 -1.98 0.14 -1.86 0.29
H 0.415619 2.324044 -1.887081 1.51 -1.28 0.30 0.23
H 1.790359 1.684384 -2.934680 -0.86 -0.31 1.86 0.23
H 0.840449 -0.454390 -2.737393 -0.16 0.54 2.14 0.23
H -0.920117 0.841755 -0.379980 0.06 -0.99 -1.28 0.18
H -1.097628 -0.958921 -0.871348 0.41 1.51 -0.51 0.18
H -3.634389 0.067515 -3.180232 1.35 -0.31 1.45 0.21
H -2.940503 -1.390602 -2.284669 0.32 1.87 0.10 0.20
H -3.852996 2.199607 -0.868116 -1.00 -0.70 -0.29 0.50
H -2.756817 0.563870 1.162799 -0.18 -1.66 0.50 0.18
H -3.603473 -0.670827 2.301415 0.59 0.28 -1.99 0.20
H -2.270415 -1.306685 1.140080 -1.16 1.62 0.40 0.19
H 0.962765 -0.750372 0.275746 0.52 0.02 -0.70 0.40
H 2.441699 -2.553208 -0.125039 -0.93 0.80 -1.69 0.25
H 2.814610 -2.009080 -1.844486 -1.93 0.06 1.02 0.24
F 3.748414 1.497567 3.483483 2.24 2.64 -0.11 -0.61
P 2.288263 1.106315 4.008841 -0.07 0.12 0.20 2.64
F 2.410883 2.334187 5.024801 0.12 3.28 -0.04 -0.60
F 2.974690 -0.287007 3.630062 -0.83 -3.23 -0.63 -0.61
F 0.903697 0.466786 3.524366 -2.30 -2.47 0.79 -0.61
F 1.708639 2.146669 2.943144 1.03 2.57 -1.82 -0.60
F 1.984003 0.473998 5.444989 -0.21 -2.94 1.46 -0.60
```
Forces are in eV/Å.

## Properties
HOMO = -6.93 eV
orbital gap = 8.92 eV
lowest unoccupied orbital energy = 1.99 eV
DFT total energy = -4247.13203 a.u.
total charge = -1

***

No. 4
Below is a cluster of 3 separate species, C9H15BN4OSSi in total, with properties calculated with ωB97M-V/def2-TZVPD.

```
32
Properties=species:S:1:pos:R:3:forces:R:3:nbo_charge:R:1
N -5.229275 3.611957 1.376723 0.32 -2.25 0.07 -1.08
B -4.957208 2.530404 2.366444 -2.09 2.57 0.64 0.66
O -5.880701 2.429461 3.507469 0.36 -1.23 -2.79 -0.91
Si -3.524799 1.214715 2.296579 0.78 -0.66 0.88 0.92
N -2.092621 1.796472 1.358859 1.66 -5.27 -4.20 -0.77
C -1.817633 0.897056 0.460610 -2.85 3.15 0.84 0.26
S -1.986199 -0.032641 -0.931491 1.04 1.80 3.12 -0.04
H -6.065305 3.287473 0.843392 0.44 1.00 0.60 0.40
H -4.468228 3.737270 0.694314 -0.52 -0.15 0.35 0.38
H -6.501234 1.695187 3.256266 0.58 0.83 0.84 0.49
H -3.136634 0.854521 3.682381 0.27 0.10 -0.18 -0.14
H -4.049237 -0.050383 1.721183 0.04 0.11 -0.18 -0.15
C 2.309052 -3.881775 -1.283311 0.10 0.22 -0.06 -0.30
C 1.282740 -4.823625 -1.024124 -0.24 -0.08 0.05 -0.31
C 0.129569 -4.116613 -0.784062 -0.02 -0.01 0.04 -0.08
N 0.423271 -2.782979 -0.884288 0.05 -0.10 -0.05 -0.51
C 1.748224 -2.631005 -1.193623 0.02 0.04 0.00 -0.08
H 3.343021 -4.095024 -1.511429 -0.10 0.04 0.02 0.22
H 1.376891 -5.899641 -1.014806 -0.02 0.11 0.00 0.22
H -0.871404 -4.446571 -0.549981 0.11 0.01 -0.01 0.21
H -0.233690 -2.029735 -0.751827 0.09 -0.10 -0.01 0.42
H 2.177400 -1.648297 -1.321313 0.03 -0.11 0.06 0.21
C 4.966076 1.683272 -0.931510 0.06 -0.06 -0.26 -0.31
C 4.004284 1.730527 0.107869 -0.25 -0.03 0.10 -0.29
C 2.794638 1.376544 -0.437416 -0.06 0.03 0.06 -0.08
N 2.989808 1.121759 -1.769113 0.04 -0.04 0.04 -0.51
C 4.312069 1.301261 -2.077259 0.06 0.03 -0.06 -0.08
H 6.020376 1.903109 -0.850205 -0.11 -0.03 -0.02 0.22
H 4.177957 1.993724 1.140906 -0.03 -0.04 -0.10 0.22
H 1.814147 1.285323 0.005466 0.11 0.03 -0.02 0.21
H 2.272701 0.844718 -2.419988 0.14 0.06 0.11 0.41
H 4.671944 1.143535 -3.082716 -0.01 0.03 0.11 0.21
```
Forces are in eV/Å.

## Properties
HOMO = -8.13 eV
orbital gap = 7.47 eV
lowest unoccupied orbital energy = -0.66 eV
DFT total energy = -1358.74611 a.u.
total charge = 0
SMILES = NB(O)[SiH2]N=C=S.c1cc[nH]c1.c1cc[nH]c1